--- P ---
The following is a quantum chemistry calculation of a cluster of 2 separate species, C5H13N3O in total, from the Open Molecules 2025 dataset.

Geometry (Å):
C (3.446, -0.226, 0.351)
C (-2.216, 1.622, 0.140)
C (-2.324, 0.127, -0.253)
C (-1.223, -0.732, 0.293)
C (-0.071, -1.261, -0.640)
N (4.342, 0.793, 0.332)
N (0.988, -1.764, 0.032)
N (2.300, -0.171, -0.178)
O (1.650, 0.705, -0.799)
H (3.853, -1.136, 0.757)
H (-3.044, 2.273, -0.445)
H (-2.512, 1.827, 1.177)
H (-1.330, 2.200, -0.176)
H (-3.298, -0.202, 0.114)
H (-2.367, 0.044, -1.291)
H (-0.731, -0.417, 1.161)
H (-1.635, -1.695, 0.586)
H (0.317, -0.269, -1.153)
H (-0.541, -1.737, -1.577)
H (5.239, 0.869, 0.756)
H (3.914, 1.700, -0.083)
H (1.492, -2.409, -0.510)

Results
HOMO energy (alpha / beta) = -8.15 / -8.15 eV
net charge = 0
multiplicity = 1
gap between HOMO and LUMO (alpha / beta) = 0.3115 / 0.3115 Eh

Results of the Löwdin charge analysis, in e, for atoms 1 through 4: C -0.2450; C -0.1199; C -0.2615; C -0.2079

--- Q ---
The following is a quantum chemistry calculation of an isolated molecule of C5H13N3O, from the Open Molecules 2025 dataset.

Geometry (Å):
C (0.872, -0.318, 0.266)
C (1.931, -0.240, -0.801)
C (0.876, -1.611, 1.041)
C (-2.352, -0.666, -0.520)
N (-1.534, -0.096, 0.531)
C (-0.308, 0.583, 0.181)
N (-0.311, 1.545, -0.893)
O (0.971, 2.167, 1.376)
N (0.543, 0.842, 1.305)
H (1.343, 2.541, 0.560)
H (-2.070, 0.461, 1.188)
H (-0.881, 1.287, -1.690)
H (-0.646, 2.475, -0.663)
H (1.963, -1.175, -1.359)
H (1.757, 0.550, -1.527)
H (2.909, -0.089, -0.342)
H (1.875, -1.815, 1.422)
H (0.196, -1.523, 1.882)
H (0.561, -2.444, 0.412)
H (-1.719, -1.297, -1.142)
H (-3.143, -1.263, -0.067)
H (-2.834, 0.088, -1.160)

Results
HOMO energy = -8.62 eV
net charge = 0
multiplicity = 1
gap between HOMO and LUMO = 0.3464 Eh

Results of the Löwdin charge analysis, in e, for atoms 1 through 4: C -0.3588; C -0.0351; C -0.0385; C -0.1188

Quick one: most stable of them? Q

--- P ---
The following is a quantum chemistry calculation of a cluster of 2 separate species, C5H13N3O in total, from the Open Molecules 2025 dataset.

Geometry (Å):
C (0.888, -0.973, -0.800)
C (1.693, 1.414, -0.194)
C (1.274, -1.521, 0.573)
C (0.615, 0.541, -0.789)
N (-0.221, -1.740, -1.338)
O (-0.211, 1.004, -1.583)
H (1.737, -1.113, -1.486)
H (-0.524, -1.332, -2.216)
H (-1.011, -1.701, -0.697)
H (1.734, 1.272, 0.884)
H (1.491, 2.457, -0.416)
H (2.665, 1.143, -0.602)
H (2.206, -1.092, 0.928)
H (0.489, -1.318, 1.299)
H (1.385, -2.600, 0.500)
N (-2.457, 0.953, -0.087)
C (-1.804, 0.769, 1.062)
N (-2.316, 0.481, 2.177)
H (-3.452, 1.086, -0.045)
H (-1.840, 1.107, -0.933)
H (-1.673, 0.458, 2.960)
H (-0.670, 0.704, 0.804)

Results
HOMO energy = -8.98 eV
net charge = 0
multiplicity = 1
gap between HOMO and LUMO = 0.3434 Eh

Results of the Löwdin charge analysis, in e, for atoms 1 through 4: C -0.3995; C -0.0103; C -0.0545; C -0.4233

--- Q ---
The following is a quantum chemistry calculation of a structure of composition C5H13N3O, from the Open Molecules 2025 dataset.

Geometry (Å):
C (-0.858, 0.111, 1.385)
C (-2.321, 1.127, -0.391)
C (-1.634, -1.263, -0.690)
C (3.508, -0.583, 0.074)
C (-1.180, 0.155, -0.125)
N (1.457, -0.444, -0.781)
N (-0.117, 0.617, -0.936)
N (2.349, 0.223, -0.205)
O (2.344, 1.424, 0.132)
H (-0.304, -0.798, 1.691)
H (-0.321, 0.886, 1.786)
H (-1.710, 0.119, 2.088)
H (-1.923, 1.800, -1.261)
H (-2.559, 1.778, 0.467)
H (-3.198, 0.655, -0.804)
H (-2.147, -1.102, -1.673)
H (-0.790, -1.780, -0.966)
H (-2.318, -1.799, -0.098)
H (4.424, -0.044, 0.390)
H (3.159, -1.126, 0.971)
H (3.784, -1.353, -0.668)
H (0.356, 1.396, -0.386)

Results
HOMO energy = -9.57 eV
net charge = 0
multiplicity = 1
gap between HOMO and LUMO = 0.3752 Eh

Results of the Löwdin charge analysis, in e, for atoms 1 through 4: C -0.0551; C -0.0495; C -0.0305; C -0.0246

Quick one: most stable of them? P

--- P ---
The following is a quantum chemistry calculation of a cluster of 11 separate species, C33H88O11 in total, from the Open Molecules 2025 dataset.

Geometry (Å):
C (-5.953, -0.028, -2.086)
C (-4.495, 0.424, -2.057)
C (-4.340, 1.910, -1.724)
O (-3.748, -0.343, -1.099)
H (-6.495, 0.163, -1.154)
H (-6.008, -1.109, -2.211)
H (-6.525, 0.569, -2.800)
H (-4.093, 0.194, -3.045)
H (-4.756, 2.486, -2.559)
H (-3.274, 2.145, -1.716)
H (-4.816, 2.271, -0.815)
H (-4.231, -0.268, -0.243)
C (-4.638, -1.890, 2.254)
C (-5.050, -0.447, 2.461)
C (-4.019, 0.374, 3.245)
O (-5.372, 0.060, 1.162)
H (-3.787, -1.973, 1.570)
H (-5.431, -2.497, 1.821)
H (-4.290, -2.348, 3.182)
H (-5.962, -0.409, 3.069)
H (-3.104, 0.368, 2.645)
H (-3.893, -0.020, 4.248)
H (-4.316, 1.424, 3.303)
H (-5.753, 0.941, 1.268)
C (-1.534, -2.066, 5.476)
C (-0.635, -0.908, 5.918)
C (-0.630, 0.229, 4.897)
O (-0.997, -0.407, 7.189)
H (-1.421, -2.369, 4.432)
H (-2.596, -1.803, 5.535)
H (-1.341, -2.943, 6.092)
H (0.366, -1.335, 5.978)
H (-0.115, 1.122, 5.246)
H (-1.661, 0.568, 4.753)
H (-0.226, -0.155, 3.959)
H (-1.932, -0.183, 7.209)
C (1.540, -0.728, 0.720)
C (0.452, 0.034, -0.016)
C (-0.889, 0.134, 0.693)
O (0.863, 1.392, -0.237)
H (2.508, -0.591, 0.244)
H (1.268, -1.784, 0.811)
H (1.586, -0.405, 1.766)
H (0.227, -0.416, -0.990)
H (-1.611, 0.714, 0.117)
H (-0.795, 0.703, 1.628)
H (-1.346, -0.819, 0.975)
H (0.910, 1.546, -1.191)
C (4.343, 2.598, -3.596)
C (4.627, 1.362, -2.772)
C (4.693, 1.668, -1.288)
O (3.499, 0.478, -2.986)
H (4.351, 2.392, -4.669)
H (5.133, 3.342, -3.459)
H (3.405, 3.083, -3.322)
H (5.535, 0.860, -3.124)
H (4.852, 0.781, -0.674)
H (3.788, 2.144, -0.903)
H (5.495, 2.391, -1.094)
H (3.673, -0.337, -2.491)
C (-1.231, 0.591, -3.619)
C (0.255, 0.631, -4.000)
C (0.453, 0.940, -5.470)
O (0.931, 1.636, -3.233)
H (-1.691, -0.337, -3.959)
H (-1.801, 1.385, -4.111)
H (-1.369, 0.695, -2.541)
H (0.604, -0.355, -3.670)
H (0.347, 2.006, -5.682)
H (-0.274, 0.413, -6.089)
H (1.482, 0.712, -5.766)
H (1.860, 1.640, -3.509)
C (-0.329, 6.311, -2.638)
C (0.295, 4.933, -2.636)
C (0.632, 4.404, -1.249)
O (-0.609, 4.054, -3.282)
H (-0.412, 6.668, -3.666)
H (0.298, 7.035, -2.115)
H (-1.304, 6.279, -2.149)
H (1.256, 5.014, -3.167)
H (0.917, 5.243, -0.604)
H (1.472, 3.714, -1.298)
H (-0.238, 3.978, -0.748)
H (-0.284, 3.140, -3.231)
C (2.820, -3.357, -2.802)
C (3.686, -3.175, -1.576)
C (4.579, -4.355, -1.221)
O (4.531, -2.020, -1.734)
H (3.252, -3.981, -3.594)
H (2.565, -2.443, -3.339)
H (1.892, -3.853, -2.504)
H (3.061, -2.945, -0.710)
H (4.045, -5.296, -1.050)
H (5.167, -4.207, -0.319)
H (5.198, -4.573, -2.098)
H (5.280, -2.220, -2.305)
C (1.400, -3.566, 3.387)
C (2.817, -3.044, 3.415)
C (3.063, -2.011, 4.524)
O (3.702, -4.159, 3.587)
H (0.726, -2.742, 3.129)
H (1.100, -3.884, 4.389)
H (1.252, -4.349, 2.647)
H (3.031, -2.670, 2.404)
H (2.458, -1.123, 4.326)
H (4.095, -1.669, 4.456)
H (2.819, -2.500, 5.463)
H (4.598, -3.906, 3.358)
C (2.119, 3.235, 4.222)
C (1.401, 2.637, 3.028)
C (0.119, 3.423, 2.761)
O (2.283, 2.611, 1.925)
H (1.503, 3.240, 5.121)
H (2.352, 4.285, 4.019)
H (3.065, 2.732, 4.421)
H (1.153, 1.592, 3.256)
H (-0.491, 3.440, 3.671)
H (-0.516, 3.031, 1.965)
H (0.327, 4.467, 2.516)
H (1.851, 2.095, 1.225)
C (-1.157, -2.800, -2.017)
C (-2.335, -3.253, -2.917)
C (-2.295, -4.748, -3.118)
O (-3.558, -2.896, -2.299)
H (-1.291, -1.718, -1.909)
H (-0.197, -3.099, -2.431)
H (-1.222, -3.130, -0.976)
H (-2.218, -2.727, -3.873)
H (-1.318, -5.019, -3.521)
H (-3.055, -5.093, -3.826)
H (-2.520, -5.296, -2.203)
H (-3.438, -1.979, -1.988)

Results
HOMO energy = -9.49 eV
net charge = 0
multiplicity = 1
gap between HOMO and LUMO = 0.3651 Eh

Results of the Löwdin charge analysis, in e, for atoms 1 through 4: C -0.0490; C -0.4632; C -0.0412; O -0.1069

--- Q ---
The following is a quantum chemistry calculation of a cluster of 11 separate species, C33H88O11 in total, from the Open Molecules 2025 dataset.

Geometry (Å):
C (-0.885, -2.898, 3.750)
C (-0.393, -2.893, 2.353)
C (-0.491, -4.235, 1.697)
O (-1.304, -2.059, 1.551)
H (-0.165, -3.389, 4.405)
H (-1.920, -3.208, 3.897)
H (-0.821, -1.867, 4.099)
H (0.597, -2.442, 2.287)
H (0.189, -4.972, 2.124)
H (-0.095, -4.139, 0.686)
H (-1.529, -4.567, 1.727)
H (-2.199, -2.381, 1.679)
C (4.344, -1.924, 3.180)
C (4.663, -3.408, 3.562)
C (3.398, -4.243, 3.696)
O (5.628, -3.886, 2.665)
H (4.072, -1.815, 2.130)
H (5.213, -1.270, 3.265)
H (3.521, -1.449, 3.713)
H (5.071, -3.290, 4.566)
H (2.539, -3.809, 4.209)
H (3.520, -5.166, 4.262)
H (2.968, -4.500, 2.727)
H (5.715, -4.830, 2.817)
C (0.427, -4.484, -4.310)
C (-0.066, -3.376, -3.362)
C (-1.002, -3.947, -2.325)
O (1.025, -2.746, -2.744)
H (1.258, -4.106, -4.905)
H (-0.339, -4.858, -4.990)
H (0.850, -5.358, -3.813)
H (-0.700, -2.676, -3.907)
H (-1.408, -3.156, -1.696)
H (-0.563, -4.735, -1.713)
H (-1.849, -4.453, -2.788)
H (0.762, -2.362, -1.905)
C (-3.930, 2.505, 1.658)
C (-4.094, 3.613, 0.548)
C (-2.742, 4.361, 0.443)
O (-4.483, 3.052, -0.664)
H (-3.432, 2.870, 2.556)
H (-3.369, 1.686, 1.208)
H (-4.768, 1.831, 1.832)
H (-4.876, 4.292, 0.888)
H (-2.923, 5.367, 0.067)
H (-2.113, 3.837, -0.277)
H (-2.216, 4.467, 1.392)
H (-5.405, 2.832, -0.513)
C (-1.637, 3.439, 4.662)
C (-0.180, 3.159, 4.696)
C (0.322, 2.038, 3.750)
O (0.556, 4.350, 4.370)
H (-1.826, 4.070, 5.531)
H (-2.315, 2.587, 4.716)
H (-1.764, 3.907, 3.686)
H (0.130, 2.918, 5.713)
H (0.282, 2.355, 2.708)
H (-0.170, 1.081, 3.930)
H (1.356, 1.900, 4.065)
H (0.249, 5.005, 5.001)
C (-2.138, -0.044, -3.913)
C (-2.068, 0.421, -5.400)
C (-1.321, 1.726, -5.657)
O (-1.364, -0.601, -6.116)
H (-1.129, -0.143, -3.511)
H (-2.540, -1.057, -3.919)
H (-2.820, 0.513, -3.271)
H (-3.069, 0.464, -5.830)
H (-1.405, 1.951, -6.720)
H (-0.263, 1.731, -5.399)
H (-1.795, 2.571, -5.158)
H (-0.471, -0.635, -5.767)
C (-4.039, -1.676, -0.513)
C (-4.374, -1.627, 1.001)
C (-5.868, -1.482, 1.280)
O (-3.901, -2.870, 1.526)
H (-4.614, -2.482, -0.969)
H (-3.003, -1.797, -0.827)
H (-4.249, -0.669, -0.873)
H (-3.766, -0.827, 1.426)
H (-6.517, -2.271, 0.899)
H (-6.368, -0.583, 0.920)
H (-5.970, -1.570, 2.361)
H (-4.439, -3.560, 1.131)
C (-0.509, 0.977, -0.351)
C (0.684, -0.033, -0.345)
C (1.459, 0.037, 0.970)
O (0.244, -1.364, -0.576)
H (-0.201, 2.006, -0.169)
H (-1.203, 0.769, 0.463)
H (-1.043, 0.928, -1.300)
H (1.386, 0.335, -1.094)
H (2.047, 0.955, 1.003)
H (2.184, -0.775, 1.013)
H (0.857, 0.093, 1.878)
H (-0.297, -1.658, 0.161)
C (0.662, 4.530, -4.189)
C (1.450, 3.955, -3.062)
C (1.600, 2.438, -3.042)
O (2.817, 4.352, -3.117)
H (-0.360, 4.152, -4.151)
H (0.964, 4.440, -5.232)
H (0.631, 5.602, -3.994)
H (1.034, 4.303, -2.117)
H (1.984, 2.056, -3.989)
H (0.595, 2.016, -3.034)
H (2.067, 2.027, -2.147)
H (3.312, 3.960, -2.394)
C (4.053, -3.072, -1.213)
C (3.922, -4.506, -1.625)
C (3.039, -5.331, -0.797)
O (3.485, -4.502, -2.928)
H (4.521, -2.945, -0.237)
H (3.124, -2.509, -1.129)
H (4.699, -2.481, -1.863)
H (4.884, -5.012, -1.553)
H (3.003, -6.353, -1.174)
H (2.039, -4.898, -0.806)
H (3.288, -5.417, 0.261)
H (2.636, -4.056, -2.948)
C (2.983, 5.946, 0.358)
C (1.965, 5.769, 1.522)
C (0.521, 5.377, 1.133)
O (2.411, 4.788, 2.373)
H (3.957, 6.240, 0.751)
H (2.606, 6.647, -0.386)
H (3.124, 5.023, -0.202)
H (1.931, 6.726, 2.043)
H (0.435, 4.307, 0.943)
H (0.299, 5.834, 0.168)
H (-0.192, 5.689, 1.896)
H (1.707, 4.531, 2.974)

Results
HOMO energy = -9.37 eV
net charge = 0
multiplicity = 1
gap between HOMO and LUMO = 0.3554 Eh

Results of the Löwdin charge analysis, in e, for atoms 1 through 4: C -0.0509; C -0.4500; C -0.0377; O -0.0975

--- R ---
The following is a quantum chemistry calculation of a cluster of 11 separate species, C33H88O11 in total, from the Open Molecules 2025 dataset.

Geometry (Å):
C (2.184, 4.944, 2.420)
C (1.818, 3.742, 1.583)
C (1.102, 4.091, 0.267)
O (3.073, 3.164, 1.218)
H (2.645, 4.739, 3.387)
H (1.317, 5.583, 2.590)
H (2.761, 5.674, 1.852)
H (1.225, 3.026, 2.152)
H (1.635, 4.762, -0.406)
H (0.166, 4.641, 0.357)
H (0.801, 3.251, -0.360)
H (3.476, 2.768, 1.994)
C (-1.165, 0.760, 5.803)
C (-1.848, 1.926, 5.051)
C (-1.571, 3.324, 5.725)
O (-1.314, 1.883, 3.766)
H (-1.315, -0.165, 5.246)
H (-1.571, 0.575, 6.797)
H (-0.108, 0.936, 6.003)
H (-2.920, 1.730, 5.072)
H (-0.598, 3.645, 5.350)
H (-1.595, 3.196, 6.807)
H (-2.358, 4.050, 5.523)
H (-1.724, 1.118, 3.356)
C (0.974, -4.970, -0.294)
C (-0.058, -5.486, 0.677)
C (0.437, -5.306, 2.106)
O (-1.277, -4.728, 0.510)
H (0.714, -5.247, -1.316)
H (1.917, -5.509, -0.203)
H (1.219, -3.912, -0.206)
H (-0.313, -6.516, 0.427)
H (-0.320, -5.718, 2.774)
H (0.708, -4.276, 2.337)
H (1.366, -5.851, 2.269)
H (-1.983, -5.153, 1.002)
C (-2.312, -3.929, -3.970)
C (-3.312, -2.851, -3.640)
C (-3.696, -2.994, -2.088)
O (-2.738, -1.579, -3.803)
H (-1.992, -3.922, -5.011)
H (-2.671, -4.923, -3.703)
H (-1.375, -3.871, -3.416)
H (-4.175, -2.896, -4.304)
H (-2.790, -2.932, -1.485)
H (-4.213, -3.927, -1.863)
H (-4.420, -2.228, -1.812)
H (-3.295, -0.944, -3.348)
C (5.358, 1.128, -1.193)
C (4.217, 1.821, -1.936)
C (2.811, 1.277, -1.625)
O (4.241, 3.138, -1.460)
H (5.293, 1.054, -0.107)
H (6.282, 1.677, -1.377)
H (5.400, 0.145, -1.661)
H (4.435, 1.789, -3.004)
H (2.549, 1.188, -0.570)
H (2.740, 0.284, -2.067)
H (2.011, 1.837, -2.110)
H (3.921, 3.168, -0.555)
C (-4.702, 0.132, 2.480)
C (-3.907, -1.147, 2.717)
C (-4.008, -2.199, 1.606)
O (-2.588, -0.792, 2.856)
H (-4.900, 0.732, 3.368)
H (-5.676, -0.091, 2.044)
H (-4.281, 0.810, 1.737)
H (-4.149, -1.602, 3.678)
H (-4.845, -2.878, 1.768)
H (-3.144, -2.863, 1.561)
H (-4.153, -1.659, 0.670)
H (-2.024, -1.241, 2.223)
C (0.138, 0.201, -5.259)
C (-0.627, -0.404, -6.457)
C (0.216, -0.378, -7.742)
O (-0.944, -1.705, -6.091)
H (0.807, -0.561, -4.859)
H (-0.497, 0.464, -4.413)
H (0.762, 1.051, -5.534)
H (-1.479, 0.218, -6.734)
H (-0.382, -0.522, -8.642)
H (0.911, -1.215, -7.815)
H (0.746, 0.565, -7.878)
H (-1.600, -1.734, -5.390)
C (2.760, -0.088, 3.252)
C (2.862, 1.088, 4.277)
C (2.929, 0.794, 5.746)
O (4.013, 1.860, 3.950)
H (2.727, 0.326, 2.244)
H (1.839, -0.652, 3.400)
H (3.604, -0.778, 3.215)
H (2.020, 1.761, 4.115)
H (3.888, 0.358, 6.022)
H (2.100, 0.159, 6.058)
H (2.908, 1.716, 6.328)
H (4.236, 2.430, 4.689)
C (-3.014, 3.446, 1.256)
C (-2.669, 4.772, 1.795)
C (-3.714, 5.749, 1.351)
O (-2.712, 4.717, 3.193)
H (-3.978, 3.147, 1.667)
H (-2.363, 2.590, 1.431)
H (-3.099, 3.555, 0.174)
H (-1.651, 5.090, 1.570)
H (-3.471, 6.783, 1.599)
H (-4.703, 5.615, 1.791)
H (-3.825, 5.779, 0.268)
H (-2.179, 3.980, 3.501)
C (3.771, -1.856, -5.612)
C (3.319, -2.146, -4.174)
C (2.237, -3.219, -4.034)
O (4.363, -2.645, -3.464)
H (4.240, -0.872, -5.626)
H (2.883, -1.721, -6.229)
H (4.492, -2.589, -5.974)
H (2.950, -1.237, -3.699)
H (1.377, -3.125, -4.698)
H (1.858, -3.300, -3.016)
H (2.694, -4.176, -4.286)
H (5.098, -2.042, -3.597)
C (-0.581, 0.316, 0.332)
C (-1.035, -1.006, -0.256)
C (-0.203, -1.488, -1.435)
O (-0.862, -1.864, 0.860)
H (-0.847, 1.215, -0.225)
H (0.497, 0.352, 0.486)
H (-1.066, 0.504, 1.290)
H (-2.107, -0.911, -0.428)
H (0.851, -1.458, -1.158)
H (-0.383, -0.994, -2.390)
H (-0.409, -2.540, -1.632)
H (-1.086, -2.774, 0.652)

Results
HOMO energy = -9.13 eV
net charge = 0
multiplicity = 1
gap between HOMO and LUMO = 0.3468 Eh

Results of the Löwdin charge analysis, in e, for atoms 1 through 4: C -0.0512; C -0.4401; C -0.0330; O -0.0788

Quick one: most stable of them? P